(1)
C7H18N4O2SSe4V | ωB97M-V/def2-TZVPD

Last column: natural (NBO) charge in e.
Cartesian coordinates (Å):
1 H 3.499 -0.457 -1.911  0.201
2 H 3.555 -0.412 -3.689  0.208
3 H 1.776 -1.265 3.547  0.222
4 S -0.085 0.483 -0.108  -0.274
5 H -1.155 2.419 -2.063  0.408
6 N -1.529 -0.433 1.958  -0.410
7 C 3.688 0.178 -2.780  -0.259
8 H 4.682 0.614 -2.738  0.218
9 H -3.008 0.459 3.104  0.222
10 H -2.231 -0.909 3.898  0.214
11 H -1.378 0.652 3.755  0.218
12 H 1.116 2.975 -2.846  0.422
13 H -3.199 -1.598 1.578  0.223
14 C 1.968 0.632 1.867  -0.414
15 H -1.083 2.155 -3.699  0.404
16 Se -4.219 -2.203 -2.656  0.049
17 C -2.050 -0.044 3.257  -0.411
18 C -0.325 -0.048 1.515  0.431
19 O 2.784 1.285 -2.782  -0.471
20 C -2.538 -0.918 1.040  -0.413
21 H 2.479 -0.040 1.170  0.214
22 V -0.870 -0.374 -2.159  0.557
23 C 1.501 0.966 -2.773  0.913
24 Se -0.551 -2.659 -2.034  -0.097
25 H 0.025 -1.383 3.702  0.225
26 N 0.727 0.047 2.335  -0.386
27 N -0.687 1.875 -2.795  -0.645
28 H 2.615 0.823 2.720  0.221
29 N 0.699 2.054 -2.755  -0.455
30 H -3.143 -0.100 0.631  0.213
31 O 1.086 -0.183 -2.761  -0.665
32 H 1.772 1.575 1.355  0.230
33 H -2.067 -1.469 0.217  0.237
34 C 0.849 -0.693 3.575  -0.413
35 Se -2.477 -3.809 -2.573  0.047
36 H 0.891 -0.017 4.429  0.216
37 Se -3.119 -0.178 -2.529  -0.200

The value obtained for the gap between HOMO and LUMO (alpha / beta) is 5.8 / 6.5 eV. Its spin multiplicity is 3. For the total energy, the calculation gives -11594.7889 a.u. The calculation puts the HOMO energy (alpha / beta) at -10.00 / -9.98 eV. As for the net charge: +1.

***

(2)
C7H18N6O2 | ωB97M-V/def2-TZVPD

Last column: natural (NBO) charge in e.
Cartesian coordinates (Å):
1 H -1.421 0.258 -3.441  0.367
2 H 0.877 2.676 -1.393  0.220
3 H -2.707 1.019 -2.556  0.376
4 C -0.096 2.001 -1.370  -0.444
5 H 1.367 0.408 -0.717  0.209
6 H -2.861 -2.669 -1.337  0.352
7 H 2.675 -2.430 2.418  0.388
8 H -1.401 -2.727 -2.145  0.346
9 N 4.667 -1.126 3.167  -0.841
10 H -2.051 3.005 -0.559  0.246
11 H -2.729 -1.177 0.296  0.373
12 H -0.344 -1.602 -0.290  0.228
13 C -0.402 -0.828 -1.197  -0.457
14 H -3.893 -0.747 -0.915  0.372
15 C -0.969 2.724 -0.184  -0.522
16 O -1.972 1.558 2.068  -0.555
17 O 3.350 0.652 2.740  -0.676
18 N -2.952 -0.509 -0.498  -0.863
19 H 1.675 -1.044 2.095  0.412
20 N 2.559 -1.430 2.402  -0.844
21 H -0.438 3.638 0.350  0.250
22 N -2.319 -2.218 -2.110  -0.852
23 C 0.209 0.578 -0.631  -0.065
24 H 4.821 -2.120 3.197  0.388
25 H 5.413 -0.505 3.451  0.411
26 N 0.029 0.635 0.893  -0.731
27 H 0.902 0.817 1.441  0.421
28 C -1.092 1.653 1.068  0.708
29 H 0.292 -1.295 -2.036  0.224
30 C 3.515 -0.558 2.768  0.766
31 N -2.278 0.102 -2.842  -0.866
32 H -0.450 2.046 -2.483  0.242
33 C -1.976 -0.786 -1.651  0.417

The value obtained for the gap between HOMO and LUMO is 9.5 eV. Its structure (SMILES) is NC(N)(N)C[C@H]1CCC(=O)N1.NC(N)=O. Its spin multiplicity is 1. For the total energy, the calculation gives -756.4498 a.u. The calculation puts the HOMO energy at -9.12 eV. As for the net charge: 0.

***

(3)
C7H18NO5S3 | ωB97M-V/def2-TZVPD

Last column: natural (NBO) charge in e.
Cartesian coordinates (Å):
1 C -0.564 -2.377 1.923  -0.721
2 O -3.260 -1.372 1.107  -1.049
3 C -0.231 4.441 -0.324  -0.833
4 O 1.428 -2.123 -0.990  -0.972
5 O -3.369 -2.167 3.423  -1.036
6 H -1.432 2.027 0.476  0.264
7 H -1.529 2.092 -1.315  0.219
8 H -0.511 -2.999 2.821  0.228
9 H 1.258 -0.394 3.118  0.207
10 H 1.146 -0.313 1.365  0.211
11 S 2.074 -1.150 -1.899  1.265
12 C 0.599 -0.115 2.288  -0.666
13 H 3.500 -1.439 -3.804  0.220
14 H 0.407 -1.566 -3.567  0.230
15 H 0.325 0.931 2.361  0.239
16 H 0.076 -0.099 -2.615  0.243
17 H -0.817 4.439 0.595  0.239
18 H 3.910 -2.536 -2.462  0.237
19 H 0.536 5.211 -0.273  0.229
20 H 1.319 -0.054 -3.889  0.220
21 H -0.872 4.617 -1.189  0.221
22 C -0.669 -0.938 2.349  0.349
23 H 0.353 -2.544 1.353  0.214
24 O -4.146 0.076 2.848  -1.019
25 C 0.847 -0.672 -3.125  -0.835
26 S -3.257 -1.023 2.526  2.481
27 H -1.407 -2.697 1.319  0.271
28 C 3.096 -2.101 -3.038  -0.834
29 H 2.497 -2.892 -3.489  0.227
30 O 1.301 2.581 0.768  -0.985
31 H -0.602 0.802 -0.500  0.248
32 N -1.701 -0.348 2.804  -0.711
33 S 0.594 2.853 -0.505  1.234
34 C -0.898 1.849 -0.458  -0.835

The value obtained for the gap between HOMO and LUMO is 6.8 eV. Its spin multiplicity is 1. For the total energy, the calculation gives -1903.0332 a.u. The calculation puts the HOMO energy at -4.70 eV. As for the net charge: -1.

***

(4)
C7H18O3Tl | ωB97M-V/def2-TZVPD

Last column: natural (NBO) charge in e.
Cartesian coordinates (Å):
1 H -6.882 -15.586 13.059  0.238
2 O -9.137 -16.142 11.516  -0.347
3 H -7.817 -14.363 14.074  0.235
4 Tl -11.464 -16.376 9.656  0.970
5 C -7.703 -14.872 13.117  -0.643
6 O -12.179 -13.484 9.805  -0.383
7 H -12.733 -11.448 9.937  0.239
8 H -7.399 -14.079 12.434  0.220
9 C -14.161 -17.314 5.333  -0.633
10 C -11.218 -12.048 11.434  -0.644
11 H -9.441 -16.001 13.626  0.226
12 H -10.304 -11.858 10.871  0.231
13 H -12.602 -15.361 3.902  0.293
14 H -14.660 -17.715 6.214  0.272
15 O -12.637 -16.577 6.993  -0.369
16 H -14.705 -17.063 4.422  0.314
17 H -13.330 -12.439 10.982  0.269
18 H -12.551 -17.531 7.061  0.506
19 H -11.098 -12.843 12.169  0.208
20 C -12.361 -12.302 10.502  -0.148
21 H -13.702 -18.254 5.023  0.274
22 H -11.367 -15.389 5.167  0.265
23 C -12.150 -15.973 4.682  -0.568
24 H -11.711 -16.913 4.348  0.256
25 H -13.745 -15.300 5.841  0.293
26 C -9.041 -15.506 12.741  -0.156
27 C -13.178 -16.221 5.700  0.091
28 H -9.683 -14.625 12.714  0.243
29 H -11.377 -11.124 11.990  0.246

The value obtained for the gap between HOMO and LUMO (alpha / beta) is 2.9 / 8.1 eV. Its spin multiplicity is 2. For the total energy, the calculation gives -674.8053 a.u. The calculation puts the HOMO energy (alpha / beta) at -16.42 / -15.97 eV. As for the net charge: +2.